19
Properties=species:S:1:pos:R:3:forces:R:3 method="wB97M-V/def2-TZVPD" homo_ha="-0.358 / -0.358" energy_ha=-1327.91058 charge=0 relative_energy_kj_mol=315.6 e_lumo_ev="-1.1 / -1.1"
C -2.89345 -1.19519 0.80730 -0.3 1.2 0.6
C 3.10077 -0.16458 0.83471 1.7 1.2 2.5
C -1.76354 -0.42217 1.00128 -1.2 -1.8 -0.9
C 1.84198 0.34278 1.04617 2.8 -1.5 -1.0
C -2.43350 -0.24294 -1.03640 -0.9 -1.3 -2.0
C 2.22280 -0.25712 -1.03243 -1.5 -1.7 -3.9
N -3.31793 -1.04936 -0.50608 0.3 0.6 0.7
N 3.31522 -0.55043 -0.43320 0.1 -0.2 -1.1
N -1.39525 0.05836 -0.24107 1.0 2.0 0.6
N 1.25804 0.24307 -0.22126 -0.8 1.4 2.4
O -0.05896 1.68092 -2.73088 -0.1 -1.7 5.9
P -0.06949 1.15052 -0.63343 -2.0 0.4 -6.4
Cl -0.21250 2.78240 0.52341 0.1 -0.8 -0.1
H -3.50709 -1.67041 1.61418 0.8 0.2 -1.2
H 4.03116 -0.10328 1.47552 -1.7 -0.4 -0.3
H -1.02107 -0.59970 1.67490 1.7 0.1 2.3
H 1.47268 0.59276 1.98361 -1.3 0.8 1.0
H -2.39925 -0.00432 -2.07642 -0.1 0.4 -0.4
H 1.82938 -0.59131 -2.04992 1.3 0.9 1.2


82
Properties=species:S:1:pos:R:3:forces:R:3 method="wB97M-V/def2-TZVPD" homo_ha="-0.423 / -0.418" energy_ha=-10843.41183 charge=+1 relative_energy_kj_mol=95.3 e_lumo_ev="-3.6 / -6.0" s_squared=6.028 multiplicity=5
Co -0.38671 0.35772 0.75256 0.4 -0.8 0.9
F -7.13580 -0.96139 -0.15270 0.0 0.0 0.0
C -5.99899 -0.29726 -0.09094 0.1 0.1 0.0
C -5.99382 1.08641 -0.01105 0.1 0.0 0.0
F -7.12986 1.76068 -0.03256 0.0 0.0 0.0
C -4.78775 1.76371 0.08816 0.2 -0.1 0.0
F -4.83053 3.09044 0.12035 -0.2 0.0 0.0
C -3.56053 1.10992 0.11980 0.2 -0.2 0.2
P -1.95345 2.01617 0.36456 -1.1 0.6 -0.4
C -2.29036 3.29238 1.62496 0.3 -0.1 0.0
C -2.87034 4.53390 1.35301 -0.1 -0.1 0.1
C -3.13466 5.41508 2.38606 0.0 0.1 0.0
C -2.81569 5.08871 3.69699 0.1 -0.1 0.0
C -2.20270 3.87672 3.96919 0.0 0.1 0.1
C -1.92896 2.99076 2.93914 0.1 -0.1 0.0
C -1.89104 2.88207 -1.23543 0.2 0.0 0.0
C -1.37394 4.17354 -1.32761 0.0 -0.1 0.0
C -1.43920 4.85859 -2.53112 0.1 0.0 0.0
C -1.95904 4.23828 -3.65735 -0.1 0.0 0.0
C -2.37928 2.91787 -3.59220 -0.1 0.0 0.0
C -2.35197 2.24054 -2.38485 0.0 0.1 0.1
C -3.59622 -0.27819 -0.03721 -0.1 0.2 0.1
Br -2.00610 -1.31629 -0.21630 -0.4 0.0 -0.1
C -4.78926 -0.97464 -0.12500 0.3 -0.1 0.0
F -4.78007 -2.29662 -0.24233 -0.1 0.0 0.0
H -3.14673 4.81298 0.34875 0.0 0.0 0.0
H -3.60227 6.36495 2.16531 0.0 0.0 0.0
H -3.03426 5.78057 4.49847 0.0 0.0 0.0
H -1.93412 3.61294 4.98257 0.0 0.0 0.0
H -1.42823 2.06351 3.17650 -0.1 0.0 0.0
H -0.92150 4.63766 -0.46170 -0.1 0.1 0.0
H -1.08281 5.87839 -2.58444 0.0 0.0 0.0
H -2.03425 4.78529 -4.58676 0.0 0.0 -0.1
H -2.73477 2.41611 -4.48151 0.0 0.0 0.0
H -2.68997 1.21238 -2.34365 -0.1 0.0 0.0
Te 2.98007 -0.85113 1.20940 0.1 0.4 -0.3
C 4.51164 -0.03593 0.01082 0.1 0.3 0.1
C 5.28896 -0.76767 -0.87645 -0.2 -0.2 0.0
C 6.42205 -0.19342 -1.42939 0.0 0.0 0.0
C 6.79875 1.09465 -1.07324 -0.1 0.0 0.0
C 6.02037 1.82469 -0.18750 0.1 0.0 0.0
C 4.87411 1.26470 0.35329 -0.2 -0.1 0.2
H 5.02466 -1.78432 -1.12223 0.1 0.0 0.0
H 7.01737 -0.76772 -2.12555 0.0 0.0 0.0
H 7.70792 1.51906 -1.47561 0.0 0.0 0.0
H 6.31551 2.82361 0.10274 0.0 0.0 0.0
H 4.28299 1.82221 1.07181 0.0 0.1 0.0
N 1.23982 0.40398 -0.17547 0.2 0.4 -0.1
C 1.51971 1.38090 -0.96966 -0.1 -0.3 -0.2
C 1.37285 1.20874 -2.43452 0.0 0.2 -0.1
C 0.80448 2.23298 -3.19614 0.2 -0.1 0.0
C 0.56011 2.04311 -4.54520 0.1 -0.1 -0.1
C 0.91777 0.84941 -5.15495 0.0 0.1 0.0
C 1.52549 -0.15402 -4.41277 0.0 -0.1 0.1
C 1.73245 0.01326 -3.05559 0.0 0.1 0.1
C 1.90447 2.72752 -0.47780 0.1 0.1 0.1
C 1.40214 3.19346 0.74026 0.0 -0.1 -0.2
C 1.64069 4.49218 1.15073 0.0 0.0 0.1
C 2.40656 5.33804 0.36090 0.0 -0.1 0.0
C 2.96396 4.86532 -0.81922 0.1 0.1 -0.1
C 2.72125 3.56836 -1.23922 -0.1 0.0 0.0
H 0.52910 3.16686 -2.72654 0.0 0.0 0.0
H 0.08928 2.83040 -5.11735 0.0 0.0 0.0
H 0.72473 0.69825 -6.20751 0.0 0.0 -0.1
H 1.83749 -1.07286 -4.88938 0.0 0.0 0.0
H 2.21753 -0.76699 -2.48339 0.0 0.0 0.0
H 0.78959 2.54455 1.35125 0.1 0.0 0.1
H 1.21765 4.84586 2.08131 0.0 0.0 0.0
H 2.57794 6.35932 0.67143 0.0 0.0 0.0
H 3.57878 5.51849 -1.42307 0.0 0.0 0.0
H 3.16473 3.20288 -2.15558 0.0 0.0 0.0
Cl 1.68574 -4.36558 0.94250 -0.3 0.0 0.0
Ge 1.73150 -2.68622 -0.39263 0.6 -0.3 0.4
Cl 3.14106 -3.38587 -1.88929 -0.3 0.1 -0.1
Cl 4.50897 -2.31974 2.15172 0.2 -0.4 0.1
F 0.13905 -1.54743 2.13103 0.2 0.2 -0.3
P -0.09732 -0.69561 3.56367 0.8 -0.1 -0.1
F -1.46014 -0.13586 2.81725 -0.3 0.0 0.0
F -0.85129 -1.92497 4.16108 -0.1 -0.1 0.1
F 0.66965 0.61440 2.80019 -0.4 -0.2 -0.4
F -0.34507 0.22190 4.81198 0.0 0.0 0.1
F 1.34971 -1.18042 4.02674 -0.4 0.0 0.2


9
Properties=species:S:1:pos:R:3:forces:R:3 method="wB97M-V/def2-TZVPD" homo_ha="-0.269 / -0.399" energy_ha=-3249.80774 charge=0 e_lumo_ev="0.7 / -2.7" s_squared=2.005 multiplicity=3
C -2.11651 -0.36787 -0.40711 -1.0 -1.2 -4.8
C 1.60168 0.43461 0.24918 -2.5 -1.3 0.7
F 1.72156 0.75628 -1.03531 0.5 -0.1 -0.1
F 2.29021 1.27022 1.00714 0.1 0.3 -0.1
S -1.66802 -0.04412 1.05157 0.7 0.8 3.9
Br 2.20975 -1.41379 0.65435 0.0 0.6 -0.4
H -1.40854 -0.78514 -1.13636 0.0 0.1 0.4
H -3.09100 -0.24584 -0.88367 0.0 0.2 0.6
H 0.46086 0.39564 0.50021 2.3 0.5 -0.2


25
Properties=species:S:1:pos:R:3:forces:R:3 method="wB97M-V/def2-TZVPD" homo_ha="-0.466 / -0.667" energy_ha=-974.49155 charge=+2 relative_energy_kj_mol=61.8 e_lumo_ev="-7.4 / -11.4" s_squared=6.076 multiplicity=5
O -0.18508 0.00107 -5.24565 -0.3 -0.1 2.4
C -0.45896 -0.02422 -4.12952 -0.8 0.1 -4.2
Ir -0.83815 -0.05666 -2.23628 -0.3 -0.1 0.3
O 2.13416 -0.06719 -3.13074 -1.4 -0.1 -0.4
C 1.10919 -0.05311 -2.59072 4.7 0.2 1.3
C -2.75479 -0.04868 -1.56355 -1.9 0.2 1.3
O -3.54458 -0.01216 -0.69296 1.1 -0.1 -1.3
C -0.80688 -1.99099 -1.85902 0.4 -4.2 0.7
O -0.81025 -3.13550 -1.72037 -0.2 3.0 -0.6
C -0.84126 1.91009 -1.87577 0.3 4.3 0.7
O -0.89605 3.05560 -1.76450 -0.1 -3.0 -0.5
H -2.82991 -0.08983 -2.70202 -1.5 -0.1 -0.2
N 1.60123 0.05033 4.17952 -1.2 -0.4 -1.7
C 1.09141 0.05680 2.93325 0.1 -0.4 1.4
C 1.61139 0.87861 1.93191 1.2 1.4 -1.1
C 1.08203 0.84213 0.65293 -0.6 -0.4 -0.2
N 0.04170 0.02895 0.29645 0.3 -0.4 2.1
C -0.47812 -0.78189 1.27694 0.6 0.7 -0.1
C 0.00667 -0.77976 2.58876 -1.4 -1.3 -0.3
H 2.36464 0.62658 4.43302 1.0 0.8 0.3
H 1.22672 -0.54586 4.89755 -0.2 -0.3 0.3
H 2.45769 1.55783 2.13887 -0.5 -0.4 -0.1
H 1.48401 1.47232 -0.14205 -0.1 -0.1 0.3
H -1.30392 -1.43944 0.98657 0.3 0.3 0.2
H -0.46290 -1.45502 3.33736 0.4 0.6 -0.6


15
Properties=species:S:1:pos:R:3:forces:R:3 method="wB97M-V/def2-TZVPD" homo_ha=-0.283 energy_ha=-730.81851 charge=0 relative_energy_kj_mol=121.1 e_lumo_ev=0.9 smiles="C/C=C1/CC(F)=CS1"
C -1.78118 -1.10248 2.48718 -1.1 0.0 0.5
C -0.97690 0.04502 1.93221 1.9 0.3 -1.4
C -0.24239 0.07753 0.74786 -1.8 0.4 2.3
C 0.76317 1.12482 0.27590 2.2 -0.3 0.2
C 1.10547 0.79117 -1.15691 -2.2 -0.5 -0.4
C 0.44802 -0.25563 -1.69210 1.4 0.9 0.9
H -2.46067 -1.55589 1.72680 0.3 0.3 0.6
H -1.17043 -1.90898 2.89556 0.4 -0.1 -0.4
H -2.36077 -0.80651 3.42582 0.4 0.0 -1.6
H -0.88635 0.87469 2.63832 0.4 -0.1 -0.4
H 0.45164 2.17917 0.34497 0.0 -0.4 0.3
H 1.79632 0.97324 0.79696 -1.8 0.5 -0.2
H 0.70252 -0.56987 -2.69197 -0.5 -0.4 -0.1
F 1.84571 1.66349 -1.88174 -0.1 -0.5 0.6
S -0.53629 -1.13999 -0.48535 0.5 -0.1 -0.9


39
Properties=species:S:1:pos:R:3:forces:R:3 method="wB97M-V/def2-TZVPD" homo_ha="-0.330 / -0.330" energy_ha=-3886.61534 charge=0 relative_energy_kj_mol=0.0 e_lumo_ev="0.0 / -2.5" s_squared=8.761 multiplicity=6
Fe -0.93966 0.27148 0.22436 -0.3 -0.4 -0.1
N 0.38418 0.59452 2.73895 0.3 0.2 0.3
N -0.44808 1.42270 3.31646 -0.2 -0.3 0.0
C -1.66070 2.02214 2.54876 0.1 0.1 0.1
O -2.38733 2.63344 3.27012 0.0 0.0 0.0
O -1.64414 1.74060 1.32988 0.2 0.1 0.0
H 0.67920 -0.24036 3.22542 0.0 0.0 0.0
H 0.84121 0.84928 1.86245 -0.2 0.0 -0.2
H -0.71349 1.14536 4.25618 0.0 0.1 0.0
O 3.73814 0.67134 -0.72974 0.0 0.0 0.0
C 3.31479 1.31150 -1.83438 0.0 0.0 0.0
C 4.28341 1.73866 -2.74271 0.0 0.0 0.0
C 3.90725 2.40706 -3.88825 0.0 0.0 0.0
C 2.56315 2.65834 -4.16885 0.0 0.0 0.0
C 1.60271 2.22295 -3.28371 0.0 0.0 0.0
C 1.95984 1.55164 -2.10948 0.0 0.0 0.0
C 0.90077 1.11649 -1.19222 -0.1 0.1 0.1
O 1.18606 0.66574 -0.01695 0.1 0.1 -0.1
O -0.31702 1.15155 -1.52190 0.1 0.0 -0.1
H 2.95113 0.47355 -0.18699 0.0 0.0 0.0
H 5.32122 1.53125 -2.52236 0.0 0.0 0.0
H 4.67133 2.74256 -4.57751 0.0 0.0 0.0
H 2.28004 3.18350 -5.06984 0.0 0.0 0.0
H 0.55120 2.39042 -3.47166 0.0 0.0 0.0
F -5.09815 -1.11400 2.54554 0.0 0.0 0.0
C -4.38071 -2.19522 2.26818 -0.1 0.0 -0.1
F -4.35380 -2.99540 3.32190 0.0 0.0 0.0
F -4.91481 -2.83119 1.23717 0.0 0.0 0.0
S -2.66653 -1.64495 1.87145 0.0 -0.3 0.3
O -2.75035 -0.90662 0.60810 0.0 0.3 -0.1
O -2.22108 -0.88159 3.00306 -0.1 -0.1 0.0
N -1.95505 -3.04484 1.67875 0.0 0.2 0.0
S -0.58675 -2.95585 0.90095 -0.1 -0.1 -0.1
O 0.22388 -4.10105 1.10734 0.0 0.0 0.2
O 0.00848 -1.62383 1.06151 0.1 0.0 -0.2
C -1.01411 -2.99269 -0.92738 0.0 -0.1 0.0
F -0.12798 -3.73885 -1.56606 0.0 0.0 0.0
F -2.22918 -3.47818 -1.12360 0.0 0.0 0.0
F -0.95908 -1.75142 -1.44297 0.0 0.0 0.0